This record from OMol25 describes a structure of composition C46H42GeP2Sn. The level of theory is ωB97M-V/def2-TZVPD.

Output
ΔE to the lowest compared entry with this formula, charge and spin in eV: 0.0000

Each line ends with the Löwdin charge.
Positions of all 92 atoms, in Å:
Sn (-0.658, 1.752, 0.056)  0.772
C (2.643, 0.300, 2.881)  -0.295
C (3.333, 0.638, 1.560)  -0.339
P (2.248, 0.342, 0.093)  0.973
C (2.652, -1.360, -0.408)  -0.386
C (3.958, -1.833, -0.539)  -0.099
C (4.195, -3.137, -0.932)  -0.080
C (3.127, -3.983, -1.208)  -0.078
C (1.827, -3.519, -1.100)  -0.067
C (1.589, -2.210, -0.702)  -0.094
C (3.034, 1.340, -1.218)  -0.379
C (3.273, 2.698, -1.002)  -0.113
C (3.715, 3.514, -2.030)  -0.084
C (3.907, 2.991, -3.301)  -0.094
C (3.652, 1.649, -3.534)  -0.088
C (3.218, 0.830, -2.502)  -0.094
C (1.529, 1.265, 3.316)  -0.335
P (-0.148, 0.885, 2.651)  0.892
C (-1.224, 1.956, 3.648)  -0.388
C (-2.531, 1.552, 3.918)  -0.093
C (-3.420, 2.414, 4.538)  -0.075
C (-3.020, 3.696, 4.888)  -0.085
C (-1.727, 4.111, 4.612)  -0.082
C (-0.835, 3.249, 3.989)  -0.097
C (-0.465, -0.780, 3.284)  -0.371
C (-0.659, -1.055, 4.637)  -0.086
C (-0.837, -2.362, 5.059)  -0.076
C (-0.820, -3.401, 4.136)  -0.078
C (-0.631, -3.134, 2.790)  -0.065
C (-0.459, -1.824, 2.364)  -0.100
H (3.399, 0.298, 3.671)  0.109
H (2.260, -0.725, 2.846)  0.098
H (4.244, 0.041, 1.464)  0.076
H (3.642, 1.685, 1.550)  0.073
H (4.794, -1.172, -0.340)  0.106
H (5.212, -3.496, -1.030)  0.103
H (3.315, -5.003, -1.520)  0.104
H (0.993, -4.163, -1.338)  0.090
H (0.570, -1.836, -0.654)  0.081
H (3.093, 3.138, -0.028)  0.094
H (3.896, 4.564, -1.841)  0.104
H (4.246, 3.629, -4.107)  0.102
H (3.790, 1.232, -4.523)  0.105
H (3.019, -0.216, -2.702)  0.103
H (1.776, 2.288, 3.024)  0.076
H (1.453, 1.251, 4.407)  0.090
H (-2.860, 0.559, 3.636)  0.111
H (-4.431, 2.084, 4.740)  0.106
H (-3.718, 4.371, 5.367)  0.103
H (-1.408, 5.111, 4.875)  0.104
H (0.164, 3.602, 3.772)  0.095
H (-0.678, -0.246, 5.357)  0.111
H (-0.990, -2.572, 6.109)  0.104
H (-0.961, -4.421, 4.470)  0.104
H (-0.623, -3.939, 2.066)  0.106
H (-0.333, -1.604, 1.311)  0.063
C (-2.011, 0.289, -0.163)  -0.634
Ge (-2.715, -0.095, -1.880)  0.804
C (-2.038, -1.789, -2.638)  -0.277
C (-2.197, -2.964, -1.901)  -0.127
C (-1.711, -4.177, -2.361)  -0.112
C (-1.028, -4.236, -3.570)  -0.111
C (-0.851, -3.078, -4.310)  -0.090
C (-1.359, -1.869, -3.848)  -0.102
C (-2.158, 1.357, -3.077)  -0.302
C (-3.071, 2.260, -3.614)  -0.097
C (-2.648, 3.330, -4.391)  -0.088
C (-1.296, 3.517, -4.642)  -0.093
C (-0.372, 2.623, -4.122)  -0.087
C (-0.805, 1.552, -3.353)  -0.179
C (-4.675, -0.252, -1.872)  -0.274
C (-5.434, 0.699, -1.192)  -0.122
C (-6.818, 0.621, -1.158)  -0.097
C (-7.469, -0.423, -1.800)  -0.103
C (-6.729, -1.382, -2.475)  -0.096
C (-5.344, -1.291, -2.511)  -0.107
H (-2.210, -0.451, 0.612)  -0.089
H (-2.726, -2.936, -0.952)  0.103
H (-1.865, -5.080, -1.780)  0.100
H (-0.639, -5.179, -3.932)  0.099
H (-0.325, -3.115, -5.256)  0.099
H (-1.228, -0.979, -4.454)  0.092
H (-4.131, 2.131, -3.424)  0.094
H (-3.377, 4.020, -4.798)  0.100
H (-0.966, 4.355, -5.243)  0.099
H (0.686, 2.755, -4.312)  0.095
H (-0.065, 0.850, -2.976)  0.084
H (-4.932, 1.505, -0.666)  0.096
H (-7.390, 1.372, -0.626)  0.098
H (-8.550, -0.489, -1.772)  0.097
H (-7.230, -2.201, -2.976)  0.098
H (-4.779, -2.046, -3.048)  0.093

Atoms 1-2, force components in eV/Å:
Sn 0.1 0.1 0.2
C 0.0 -0.1 0.1



This record from OMol25 describes a structure of composition C46H42HfN8Si at a distorted geometry. The level of theory is ωB97M-V/def2-TZVPD.

Output
Total charge: +2
ΔE to the lowest compared entry with this formula, charge and spin in eV: 0.1848

Each line ends with the Löwdin charge.
Positions of all 98 atoms, in Å:
Hf (0.188, 0.425, 0.697)  1.698
C (4.055, 3.179, 1.569)  -0.008
C (2.950, 2.330, 1.670)  -0.113
N (2.012, 2.248, 0.745)  0.022
C (2.130, 3.015, -0.358)  -0.151
C (3.207, 3.895, -0.556)  -0.124
C (4.186, 3.964, 0.452)  0.031
C (3.277, 4.682, -1.747)  0.008
C (2.301, 4.610, -2.677)  0.005
C (1.178, 3.742, -2.493)  -0.123
C (0.127, 3.676, -3.426)  0.044
C (-0.931, 2.836, -3.185)  0.007
C (-0.911, 2.042, -2.040)  -0.115
N (0.069, 2.063, -1.146)  0.022
C (1.100, 2.926, -1.352)  -0.145
H (4.791, 3.204, 2.359)  0.122
H (2.831, 1.685, 2.532)  0.110
H (5.025, 4.636, 0.330)  0.134
H (4.127, 5.339, -1.883)  0.131
H (2.346, 5.205, -3.579)  0.130
H (0.162, 4.292, -4.316)  0.137
H (-1.768, 2.766, -3.865)  0.122
H (-1.730, 1.365, -1.851)  0.078
C (-1.891, -0.282, 1.074)  -0.382
Si (-2.884, -0.980, -0.361)  0.632
C (-1.547, -1.938, -1.345)  -0.200
N (-0.127, -1.545, -1.056)  -0.244
C (0.637, -2.756, -0.630)  -0.203
C (0.824, -3.792, -1.735)  -0.164
C (1.565, -3.159, -2.910)  -0.180
C (0.776, -1.949, -3.399)  -0.165
C (0.537, -0.962, -2.255)  -0.207
C (-4.288, -2.113, 0.152)  -0.247
C (-5.620, -1.752, -0.066)  -0.086
C (-6.658, -2.557, 0.378)  -0.068
C (-6.383, -3.740, 1.048)  -0.067
C (-5.066, -4.119, 1.269)  -0.077
C (-4.032, -3.311, 0.826)  -0.108
C (-3.675, 0.352, -1.438)  -0.313
C (-3.951, 0.111, -2.786)  -0.095
C (-4.598, 1.059, -3.567)  -0.068
C (-4.996, 2.266, -3.009)  -0.070
C (-4.745, 2.520, -1.667)  -0.072
C (-4.094, 1.571, -0.893)  -0.116
H (-1.756, -1.128, 1.770)  0.016
H (-2.503, 0.449, 1.616)  0.002
H (-1.746, -1.874, -2.416)  0.079
H (-1.676, -2.992, -1.095)  0.082
H (0.119, -3.187, 0.229)  0.127
H (1.620, -2.431, -0.304)  0.068
H (-0.137, -4.187, -2.075)  0.114
H (1.392, -4.629, -1.328)  0.123
H (1.686, -3.880, -3.719)  0.120
H (2.564, -2.846, -2.590)  0.120
H (-0.180, -2.286, -3.807)  0.113
H (1.306, -1.432, -4.200)  0.122
H (-0.071, -0.134, -2.617)  0.092
H (1.510, -0.570, -1.931)  0.117
H (-5.849, -0.834, -0.594)  0.097
H (-7.683, -2.261, 0.196)  0.111
H (-7.194, -4.367, 1.396)  0.112
H (-4.847, -5.045, 1.784)  0.109
H (-3.006, -3.621, 1.004)  0.095
H (-3.671, -0.837, -3.234)  0.107
H (-4.802, 0.850, -4.610)  0.113
H (-5.516, 2.999, -3.612)  0.112
H (-5.070, 3.452, -1.221)  0.109
H (-3.908, 1.777, 0.157)  0.098
N (-0.219, 1.007, 5.204)  0.143
C (0.347, -0.228, 5.394)  -0.030
C (0.666, -0.690, 4.153)  -0.085
N (0.299, 0.238, 3.219)  0.018
C (-0.233, 1.254, 3.877)  -0.262
C (-0.717, 2.414, 3.173)  -0.263
N (-0.652, 2.486, 1.854)  0.013
C (-1.183, 3.700, 1.504)  -0.094
C (-1.571, 4.366, 2.626)  -0.033
N (-1.266, 3.539, 3.676)  0.144
H (-0.563, 1.598, 5.942)  0.173
H (0.477, -0.662, 6.370)  0.133
H (1.140, -1.616, 3.876)  0.117
H (-1.256, 4.015, 0.477)  0.112
H (-2.018, 5.335, 2.761)  0.132
H (-1.442, 3.753, 4.643)  0.173
N (8.788, -4.983, 1.506)  0.188
C (7.843, -4.332, 1.479)  -0.170
C (6.663, -3.521, 1.436)  -0.213
C (6.743, -2.202, 0.992)  -0.006
C (5.602, -1.426, 0.930)  -0.016
C (4.368, -1.962, 1.307)  -0.246
C (4.296, -3.283, 1.762)  -0.016
C (5.437, -4.058, 1.828)  -0.005
C (3.167, -1.198, 1.181)  -0.108
C (2.117, -0.603, 1.009)  -0.167
H (7.700, -1.796, 0.694)  0.128
H (5.655, -0.403, 0.584)  0.116
H (3.339, -3.692, 2.058)  0.118
H (5.386, -5.081, 2.176)  0.129

Atoms 1-2, force components in eV/Å:
Hf 0.3 1.2 0.1
C 0.1 0.1 -0.1



| no. | HOMO (eV) |
| --- | --- |
| 1 | -6.568 |
| 2 | -13.014 |